Computed, not measured: a single C6H10 molecule, with the ωB97M-V functional and the def2-TZVPD basis.

SMILES string   CC#CCCC
Energy above the lowest of the compared OMol25 structures with the same formula, charge and spin   182.2 kJ/mol
Total charge   0
Kohn-Sham gap   10.3165 eV

CARTESIAN COORDINATES (ANGSTROEM)
C  0.15562  1.19748  1.03749
C  1.56067  0.77478  0.55746
C  1.62854  -0.42524  -0.49088
C  0.28658  -0.90095  -0.80433
C  -0.91791  -0.94515  -0.75283
C  -2.37001  -1.04871  -0.73819
H  -0.10922  2.22631  0.77078
H  -0.00489  1.05961  2.11163
H  -0.57923  0.56503  0.54452
H  2.17337  0.48534  1.41813
H  2.06125  1.62938  0.09094
H  2.13122  -0.10549  -1.41325
H  2.23356  -1.25298  -0.09753
H  -2.64548  -1.83676  -1.43903
H  -2.75372  -1.30857  0.25509
H  -2.85035  -0.11407  -1.05001